[1]
Below is a structure of composition C38H59BBiGe2N11OS at a distorted geometry, with properties calculated with the ωB97M-V functional and the def2-TZVPD basis.

The LUMO energy (spin up / spin down) is -2.1 / -4.8 eV. The value obtained for the HOMO-LUMO gap (spin up / spin down) is 7.93 / 6.16 eV. As for the highest occupied orbital energy (spin up / spin down): -10.1 / -11.0 eV. For the total energy, the calculation gives -6952.2310 hartree. As for the expectation value of S²: 0.76. As for the relative energy (zero: lowest compared OMol25 entry of this formula, charge and spin): 1.135 eV. Its total charge is +1. Its spin multiplicity is 2.

Each line ends with the Löwdin charge.
Cartesian coordinates (Å):
Bi  -0.46  0.65  -1.08  1.599
C  0.02  -1.54  2.04  -0.059
C  -0.94  -0.50  2.24  -0.344
C  -1.77  -0.26  3.31  0.019
C  -2.49  0.86  3.02  -0.252
C  -3.52  1.55  3.85  -0.009
N  -2.10  1.27  1.79  0.034
N  -1.14  0.41  1.28  -0.023
B  -2.87  2.29  0.82  -0.455
N  -1.81  3.18  0.01  -0.060
N  -0.58  3.42  0.49  0.062
C  -0.11  4.46  -0.17  -0.376
C  1.28  4.91  -0.03  -0.045
C  -1.08  4.95  -1.10  0.006
C  -2.12  4.04  -0.97  -0.310
C  -3.47  4.08  -1.58  -0.004
N  -3.61  1.39  -0.22  -0.010
N  -3.00  0.71  -1.24  -0.025
C  -3.97  -0.11  -1.80  -0.317
C  -3.73  -0.94  -3.01  -0.010
C  -5.15  0.05  -1.17  0.020
C  -4.87  0.97  -0.14  -0.251
C  -5.85  1.46  0.92  -0.006
H  0.83  -1.48  2.73  0.084
H  -0.48  -2.56  2.03  0.107
H  0.38  -1.43  1.02  -0.020
H  -1.78  -0.79  4.22  0.096
H  -3.48  1.35  4.92  0.091
H  -3.56  2.64  3.70  0.087
H  -4.50  1.15  3.61  0.066
H  -3.66  2.97  1.43  0.108
H  1.36  5.89  0.44  0.088
H  1.83  4.20  0.63  0.060
H  1.93  4.91  -0.93  0.076
H  -1.03  5.88  -1.64  0.115
H  -3.48  4.96  -2.22  0.086
H  -3.79  3.16  -2.08  0.083
H  -4.15  4.32  -0.75  0.093
H  -4.07  -0.43  -3.86  0.077
H  -2.70  -1.26  -3.07  0.049
H  -4.34  -1.77  -2.85  0.067
H  -6.15  -0.34  -1.31  0.128
H  -6.86  1.37  0.49  0.085
H  -5.81  0.73  1.77  0.097
H  -5.65  2.49  1.21  0.065
N  0.75  2.73  -2.65  -0.060
N  1.41  2.56  -3.84  -0.088
C  1.26  1.42  -4.54  -0.876
N  2.17  1.19  -5.53  0.114
S  0.07  0.31  -4.17  0.590
H  0.20  3.60  -2.63  0.087
H  1.48  2.82  -1.93  0.051
H  2.21  3.18  -4.08  0.170
H  2.95  1.80  -5.70  0.111
H  2.12  0.34  -6.03  0.081
C  2.42  -3.41  1.00  -0.222
Ge  3.23  -2.12  -0.24  0.747
C  3.00  -2.71  -2.07  -0.229
C  5.10  -2.07  0.42  -0.207
Ge  2.42  0.27  0.00  0.911
C  2.45  0.94  1.88  -0.356
C  1.63  2.02  2.27  -0.125
C  1.78  2.56  3.56  -0.069
C  2.57  1.90  4.45  -0.091
C  3.33  0.80  4.06  -0.088
C  3.30  0.36  2.78  -0.145
C  3.70  1.43  -1.03  -0.356
C  4.28  0.84  -2.20  -0.116
C  5.00  1.63  -3.08  -0.107
C  5.27  2.97  -2.84  -0.102
C  4.83  3.51  -1.65  -0.070
C  4.04  2.73  -0.77  -0.129
H  2.78  -3.31  1.99  0.012
H  2.67  -4.41  0.63  0.036
H  1.35  -3.32  1.00  -0.033
H  2.14  -3.36  -2.05  -0.009
H  3.85  -3.20  -2.41  0.001
H  2.69  -1.94  -2.78  0.018
H  5.37  -3.10  0.57  0.029
H  5.14  -1.56  1.35  -0.015
H  5.72  -1.69  -0.31  -0.008
H  0.94  2.43  1.55  0.031
H  1.26  3.52  3.72  0.120
H  2.65  2.20  5.49  0.107
H  3.99  0.38  4.84  0.119
H  4.04  -0.37  2.48  0.074
H  4.08  -0.18  -2.39  0.053
H  5.56  1.20  -3.92  0.111
H  6.05  3.47  -3.43  0.115
H  5.09  4.51  -1.32  0.106
H  3.64  3.24  0.12  0.093
C  -1.19  -4.39  -2.99  -0.031
C  -1.09  -4.19  -1.44  -0.605
C  -0.21  -5.25  -0.85  -0.062
C  -2.52  -4.27  -0.87  -0.026
C  -0.57  -2.80  -1.25  -0.121
C  -0.35  -1.60  -1.33  -0.294
H  -1.45  -5.48  -3.11  0.101
H  -0.21  -4.20  -3.43  0.083
H  -1.89  -3.72  -3.44  0.067
H  -0.60  -6.23  -1.10  0.085
H  -0.09  -5.12  0.25  0.093
H  0.79  -5.24  -1.28  0.074
H  -3.09  -5.11  -1.29  0.097
H  -2.99  -3.33  -1.06  0.056
H  -2.52  -4.38  0.24  0.082
N  -0.51  -5.03  4.53  0.153
C  -1.58  -4.34  3.97  -0.682
N  -2.14  -3.44  4.80  0.136
O  -1.98  -4.47  2.83  0.013
H  -0.08  -4.66  5.34  0.077
H  0.02  -5.55  3.84  0.109
H  -2.13  -3.51  5.83  0.117
H  -3.04  -3.04  4.52  0.116

[2]
Below is a cluster of 2 separate species, C6H7ClFN2 in total at a distorted geometry, with properties calculated with the ωB97M-V functional and the def2-TZVPD basis.

The LUMO energy is 3.6 eV. The value obtained for the HOMO-LUMO gap is 8.11 eV. As for the highest occupied orbital energy: -4.5 eV. For the total energy, the calculation gives -902.4586 hartree. As for the relative energy (zero: lowest compared OMol25 entry of this formula, charge and spin): 0.000 eV. Its total charge is -1.

Each line ends with the Löwdin charge.
Cartesian coordinates (Å):
C  0.19  -0.44  -0.55  -0.373
H  0.08  1.40  0.56  0.109
Cl  2.80  1.58  0.07  -0.567
C  -0.47  0.43  0.53  -0.335
C  0.35  0.20  -1.91  -0.049
H  -0.43  -0.17  -2.57  0.088
H  0.13  1.28  -1.82  0.088
H  1.31  -0.13  -2.34  0.089
C  1.32  -1.25  -0.07  -0.241
N  2.16  -1.96  0.27  0.179
C  -0.46  -0.19  1.93  -0.053
H  -0.72  -1.26  1.89  0.089
H  0.53  -0.07  2.38  0.087
H  -1.20  0.32  2.57  0.082
C  -1.83  0.78  0.12  -0.210
N  -2.88  1.10  -0.23  0.149
F  -0.86  -1.62  -0.82  -0.134